{"formula": "C15H36N4O7SZn", "method": "wB97M-V/def2-TZVPD", "lumo_ev": 0.081, "largest_force_ev_per_a": 3.23, "e_above_lowest_kcal_mol": 29.3, "e_tot_ev": -95687.8991, "molar_mass_g_mol": 481.93, "homo_energy_ev": -7.50, "species": ["Zn", "S", "O", "O", "O", "O", "C", "C", "N", "C", "C", "C", "C", "H", "H", "H", "H", "H", "H", "H", "H", "H", "H", "H", "H", "H", "H", "H", "C", "C", "O", "N", "C", "H", "H", "H", "H", "H", "H", "H", "C", "C", "O", "N", "C", "H", "H", "H", "H", "H", "H", "H", "C", "C", "O", "N", "C", "H", "H", "H", "H", "H", "H", "H"], "coordinates": [[-0.4800, -0.1140, -0.5715], [-1.6059, -0.6553, -2.8239], [-1.1259, 0.6615, -2.2473], [-1.3563, -1.5528, -1.6760], [-3.0153, -0.6287, -3.1791], [-0.7400, -1.0206, -3.9514], [3.1085, -2.5238, -1.7763], [1.7820, -1.8920, -1.2799], [1.8000, -0.4277, -1.0516], [2.0913, 0.2200, -2.3570], [1.9920, 1.7414, -2.3662], [2.9156, -0.0912, -0.1622], [2.8282, -0.7268, 1.2445], [2.9783, -3.6054, -1.8629], [3.8714, -2.4310, -0.9976], [3.4501, -2.1661, -2.7454], [1.0377, -2.1339, -2.0370], [1.6502, -2.4245, -0.3401], [3.1150, -0.0255, -2.6683], [1.4479, -0.1538, -3.1553], [0.9628, 2.0517, -2.1827], [2.7153, 2.2760, -1.7464], [2.2337, 2.1034, -3.3704], [2.8626, 0.9921, -0.0329], [3.9191, -0.2580, -0.5676], [1.8509, -0.5065, 1.6677], [3.5066, -0.1422, 1.8718], [3.0972, -1.7771, 1.2102], [-0.4751, -1.6408, 3.2819], [-0.5304, -2.1682, 1.8817], [-0.3563, -1.3798, 0.9598], [-0.8241, -3.4603, 1.6939], [-1.0025, -3.9837, 0.3680], [-1.1688, -0.8120, 3.4295], [0.5304, -1.3592, 3.5982], [-0.7781, -2.2946, 4.1134], [-1.0313, -3.9891, 2.5214], [-0.4860, -4.9366, 0.1852], [-0.5671, -3.3556, -0.4031], [-2.0236, -4.2194, 0.0648], [1.4241, 2.5003, 2.2908], [0.8175, 2.6885, 0.9113], [0.3024, 1.7705, 0.2850], [0.6911, 3.9686, 0.5172], [0.1328, 4.4400, -0.7364], [1.0555, 1.5990, 2.7776], [1.1090, 3.3317, 2.9218], [2.5068, 2.3769, 2.2533], [1.1986, 4.6609, 1.0454], [-0.6562, 3.7387, -1.0163], [0.8787, 4.3988, -1.5344], [-0.2368, 5.4550, -0.6364], [-3.5188, 2.2245, 1.6725], [-3.3554, 0.9523, 0.8939], [-2.2523, 0.4976, 0.6201], [-4.4807, 0.3571, 0.4862], [-4.4742, -0.9478, -0.1960], [-2.5643, 2.6849, 1.9134], [-4.0679, 2.1087, 2.6056], [-4.0523, 2.9041, 0.9998], [-5.3641, 0.8264, 0.5677], [-5.4206, -1.1322, -0.6878], [-4.1466, -1.7368, 0.4783], [-3.7065, -0.8573, -0.9729]], "atomic_forces_ev_per_a": [[0.482, 0.644, 0.358], [-0.054, 0.156, -3.230], [-0.043, 1.291, 0.003], [0.062, -1.867, 1.560], [0.104, 0.244, 0.387], [-0.218, 0.115, 0.523], [-0.086, -0.096, 0.386], [1.297, -0.864, -0.688], [0.498, -0.767, -0.835], [0.427, 0.646, -0.509], [-0.249, 0.232, -0.491], [-0.494, 0.786, 1.382], [0.124, 1.282, -0.718], [-0.291, 0.052, -0.134], [0.247, 0.252, -0.333], [0.131, 0.104, 0.129], [-0.445, 0.135, 0.404], [-0.855, 0.281, 0.073], [0.013, -0.163, 0.158], [-0.371, -0.203, 0.364], [0.152, 0.034, 0.221], [-0.171, -0.194, 0.402], [-0.090, -0.269, -0.114], [0.001, -0.020, 0.094], [-0.210, -0.336, -0.417], [-0.225, -0.545, -0.110], [0.353, -0.456, 0.046], [-0.137, -0.107, 0.387], [-0.240, -0.265, 1.789], [-0.455, 0.444, 0.193], [0.542, -0.476, 0.510], [0.102, 0.496, -0.016], [0.328, -1.545, -1.420], [0.304, 0.320, -0.583], [0.054, 0.348, -0.528], [-0.031, -0.584, -0.625], [-0.026, -0.266, -0.118], [0.147, 0.051, 0.728], [-0.294, 0.596, 0.303], [-0.235, 0.552, 0.392], [-0.046, -0.157, 0.053], [-1.145, -0.332, 0.381], [0.339, -0.003, -0.028], [0.692, 0.852, 0.269], [0.060, -1.017, -0.433], [-0.237, -0.106, -0.369], [0.435, 0.103, 0.035], [0.043, 0.371, -0.030], [-0.016, -0.157, 0.117], [-0.112, 0.257, -0.068], [-0.041, 0.126, 0.038], [-0.109, -0.026, 0.138], [-0.116, 0.616, -0.248], [0.030, -0.079, -0.209], [0.328, -0.179, 0.349], [-0.686, -0.662, 0.020], [1.328, 0.955, -0.534], [0.150, -0.213, -0.175], [-0.209, -0.144, -0.135], [-0.102, 0.168, 0.341], [0.057, 0.140, 0.294], [-0.167, -0.063, 0.235], [-0.341, -0.100, 0.121], [-0.284, -0.389, -0.084]], "lowdin_charge": [0.65, 0.28, -0.40, -0.41, -0.34, -0.36, -0.07, -0.24, -0.17, -0.23, -0.08, -0.25, -0.06, 0.08, 0.06, 0.07, 0.11, 0.09, 0.11, 0.11, 0.05, 0.07, 0.08, 0.09, 0.12, 0.04, 0.07, 0.07, 0.02, -0.49, -0.02, 0.06, -0.05, 0.09, 0.08, 0.08, 0.14, 0.09, 0.06, 0.10, 0.02, -0.50, 0.02, 0.02, -0.04, 0.08, 0.08, 0.08, 0.13, 0.10, 0.08, 0.09, 0.01, -0.52, 0.02, 0.03, -0.03, 0.08, 0.08, 0.09, 0.13, 0.09, 0.08, 0.05]}

***

{"formula": "C14H16O2", "method": "wB97M-V/def2-TZVPD", "lumo_ev": 0.787, "smiles": "Cc1ccc(O)cc1.Cc1ccc(O)cc1", "largest_force_ev_per_a": 1.65, "e_above_lowest_kcal_mol": 10.5, "e_tot_ev": -18872.1791, "molar_mass_g_mol": 216.28, "homo_energy_ev": -8.23, "species": ["C", "C", "C", "C", "C", "O", "C", "C", "H", "H", "H", "H", "H", "H", "H", "H", "C", "C", "C", "C", "C", "O", "C", "C", "H", "H", "H", "H", "H", "H", "H", "H"], "coordinates": [[-0.6566, -1.4576, 5.9245], [-0.5399, -1.3904, 4.4207], [0.6564, -0.9598, 3.8730], [0.7772, -0.6761, 2.5041], [-0.2458, -1.0730, 1.6711], [-0.1652, -1.0428, 0.2966], [-1.4310, -1.5830, 2.2006], [-1.5600, -1.7908, 3.5591], [-0.5524, -0.4587, 6.3395], [-0.0269, -2.2045, 6.4222], [-1.6129, -1.9037, 6.1950], [1.4935, -0.7128, 4.5085], [1.7366, -0.3838, 2.0844], [0.7149, -1.2571, -0.0228], [-2.2406, -1.8706, 1.5454], [-2.4768, -2.1412, 4.0200], [0.1335, 0.5201, -5.8207], [0.2831, 0.8501, -4.3494], [1.3357, 1.6621, -3.9384], [1.4730, 2.0250, -2.6053], [0.4823, 1.5977, -1.7322], [0.5918, 2.0714, -0.4436], [-0.6186, 0.8666, -2.1205], [-0.6706, 0.4095, -3.4338], [0.0164, 1.3813, -6.4635], [-0.7089, -0.1607, -5.9596], [0.9533, -0.1330, -6.1629], [2.0144, 1.9917, -4.7072], [2.3217, 2.5824, -2.2415], [-0.0138, 1.6142, 0.1614], [-1.3848, 0.6467, -1.3964], [-1.3688, -0.3283, -3.7998]], "atomic_forces_ev_per_a": [[-0.700, -1.011, -0.097], [0.756, -0.696, 0.394], [-0.071, 1.127, -0.717], [0.509, -1.159, 0.422], [-0.475, -0.410, -0.302], [-0.313, 0.299, -0.037], [-0.123, -0.328, -0.003], [0.058, 1.020, 0.541], [0.044, -0.147, 0.338], [0.728, 0.545, -0.324], [-0.511, 0.590, -0.039], [0.043, 0.003, 0.199], [-0.162, 0.215, 0.067], [0.185, 0.149, 0.157], [0.096, -0.018, -0.215], [-0.073, -0.132, -0.330], [0.213, -1.586, 0.417], [-0.266, 0.143, -0.568], [-0.306, -0.085, 0.260], [-0.173, -0.622, -0.644], [-0.040, 1.054, 1.033], [0.036, -0.176, 0.344], [0.115, -0.553, -0.566], [0.682, 0.260, -0.186], [0.084, 0.194, -0.093], [-0.357, 0.370, -0.013], [0.163, 0.651, -0.051], [0.365, 0.167, 0.059], [-0.050, 0.164, 0.063], [0.151, 0.004, -0.438], [-0.077, -0.249, 0.084], [-0.533, 0.212, 0.246]], "lowdin_charge": [-0.06, -0.29, -0.05, -0.02, -0.33, 0.02, -0.01, -0.04, 0.08, 0.08, 0.07, 0.11, 0.12, 0.11, 0.12, 0.11, -0.06, -0.29, -0.05, -0.01, -0.33, 0.03, -0.03, -0.04, 0.07, 0.07, 0.08, 0.11, 0.12, 0.09, 0.11, 0.11]}

***

{"formula": "C4H15NO3", "method": "wB97M-V/def2-TZVPD", "lumo_ev": 0.629, "smiles": "CNCCCO.O.O", "largest_force_ev_per_a": 3.05, "e_above_lowest_kcal_mol": 40.4, "e_tot_ev": -12022.4648, "molar_mass_g_mol": 125.17, "homo_energy_ev": -8.70, "species": ["C", "N", "C", "C", "C", "O", "H", "H", "H", "H", "H", "H", "H", "H", "H", "H", "H", "O", "H", "H", "O", "H", "H"], "coordinates": [[-1.4787, -0.0934, -1.5051], [-0.9274, -0.8725, -0.3362], [-1.5502, -0.4510, 0.9357], [-0.5586, -0.4122, 2.0680], [0.6368, 0.5722, 1.8222], [0.4318, 1.6612, 0.9402], [-0.6035, 0.3379, -1.9406], [-1.8826, -0.8535, -2.1945], [-2.2889, 0.5835, -1.3005], [0.0707, -0.7528, -0.3329], [-2.0150, 0.5531, 0.8198], [-2.4198, -1.1176, 0.9430], [-0.8922, -0.5230, 3.1329], [-0.0300, -1.4027, 1.9908], [1.5232, 0.1134, 1.3429], [0.9785, 1.0798, 2.7630], [-0.4987, 1.9093, 1.0317], [1.6897, 1.6312, -1.5674], [1.8672, 0.6689, -1.5521], [1.3264, 1.6923, -0.6575], [2.1436, -1.3010, -1.7732], [1.7064, -2.0496, -2.1913], [2.7712, -0.9737, -2.4389]], "atomic_forces_ev_per_a": [[0.769, -2.715, 0.104], [-0.837, 1.066, -0.043], [-0.758, 0.542, -1.205], [1.866, -2.383, 0.358], [0.968, 0.744, 0.937], [-1.461, 0.337, -0.239], [0.052, 0.923, -0.712], [0.039, 0.447, -0.073], [0.004, 0.513, 0.477], [0.219, 0.263, 0.156], [0.232, -0.149, -0.002], [0.125, 0.013, 1.332], [-0.277, 1.038, -1.056], [-0.390, 0.514, 0.012], [-0.514, -0.427, 0.666], [-0.241, -1.063, -0.331], [0.232, 0.312, -0.273], [-0.012, -1.065, 0.832], [-0.042, 0.536, -0.488], [-0.034, 0.610, -0.454], [0.356, 0.157, -0.280], [-0.088, 0.017, 0.027], [-0.207, -0.231, 0.252]], "lowdin_charge": [-0.09, -0.10, -0.27, -0.16, -0.24, -0.11, 0.05, 0.07, 0.07, 0.05, 0.10, 0.12, 0.12, 0.12, 0.12, 0.12, 0.09, -0.09, -0.02, 0.00, -0.06, 0.06, 0.06]}

***

{"formula": "H12O6", "method": "wB97M-V/def2-TZVPD", "lumo_ev": 0.200, "smiles": "O.O.O.O.O.O", "largest_force_ev_per_a": 1.10, "e_above_lowest_kcal_mol": 38.8, "e_tot_ev": -12479.4292, "molar_mass_g_mol": 108.09, "homo_energy_ev": -10.91, "species": ["O", "H", "H", "O", "H", "H", "O", "H", "H", "O", "H", "H", "O", "H", "H", "O", "H", "H"], "coordinates": [[-0.9527, 4.3796, 5.9845], [-0.3349, 5.0903, 6.1536], [-0.6216, 3.5116, 6.2136], [0.5602, -0.9540, 3.4015], [-0.0467, -1.2784, 2.7345], [1.4015, -0.7215, 3.0017], [0.3300, -0.4100, -3.0288], [1.1839, -0.4314, -2.5715], [-0.2415, -0.9596, -2.4708], [-0.6156, -1.9011, -0.7605], [-1.4937, -1.9317, -0.3660], [-0.3361, -2.8227, -0.8401], [1.2758, -2.7642, -4.3477], [0.6672, -2.0975, -3.9770], [0.7478, -3.5679, -4.4705], [-0.5441, 1.8903, -1.5065], [-1.1708, 2.5787, -1.2555], [0.1912, 2.3895, -1.8944]], "atomic_forces_ev_per_a": [[-1.001, 0.185, -0.417], [0.441, -0.407, 0.223], [0.559, 0.218, 0.187], [-0.074, 0.047, 0.674], [0.285, 0.080, -0.336], [-0.202, -0.111, -0.357], [0.291, -0.467, -0.197], [-0.306, 0.042, -0.116], [0.034, 0.409, 0.317], [0.022, -0.281, 0.020], [0.015, 0.027, -0.056], [-0.067, 0.135, 0.048], [-0.441, -0.390, 0.129], [0.338, 0.041, -0.253], [0.228, 0.368, 0.005], [0.114, 0.530, 0.043], [0.009, -0.080, 0.047], [-0.245, -0.344, 0.039]], "lowdin_charge": [-0.06, 0.03, 0.03, -0.06, 0.02, 0.03, -0.07, 0.06, 0.01, -0.04, 0.06, 0.06, -0.08, -0.01, 0.03, -0.07, 0.03, 0.04]}